[1]
{"formula": "C5H8ClF", "method": "the ωB97M-V functional and the def2-TZVPD basis", "species": ["C", "C", "C", "C", "C", "F", "Cl", "H", "H", "H", "H", "H", "H", "H", "H"], "positions_angstrom": [[1.2495, 0.5748, -1.1357], [0.0510, 0.2472, -0.4176], [2.6872, 0.6452, -0.3467], [-0.1274, -1.2297, -0.1824], [-0.6316, 1.1486, 0.5648], [2.5910, 1.4299, 0.7161], [3.0145, -1.0096, 0.2731], [1.4723, -0.1869, -1.8576], [1.2964, 1.5496, -1.5853], [-1.2077, -1.3857, 0.2459], [0.6903, -1.6595, 0.4318], [-0.2335, -1.9195, -1.1165], [-1.7630, 0.8016, 0.7332], [-0.6006, 2.1526, 0.2695], [-0.2766, 1.1768, 1.6516]], "total_charge": 0, "multiplicity": 1, "e_lumo_ev": [-0.109, -0.791], "orbital_gap_ev": [9.0, 7.2], "relative_energy_ev": 4.359}

[2]
{"formula": "CH6N2O3S", "method": "the ωB97M-V functional and the def2-TZVPD basis", "species": ["C", "S", "O", "O", "O", "H", "H", "H", "H", "H", "N", "N", "H"], "positions_angstrom": [[1.1388, -1.8226, -0.6675], [0.4405, -0.4596, 0.2443], [0.0004, -0.7983, 1.5445], [1.3360, 0.6656, 0.1933], [-0.8262, 0.0402, -0.6717], [0.3806, -2.3233, -1.2183], [1.9132, -1.3265, -1.2779], [1.4397, -2.2944, 0.2406], [-1.3510, 0.6276, 0.0355], [-2.0604, 2.5558, 1.4111], [-1.5980, 1.7127, 1.3285], [-1.5472, 1.1451, 2.4592], [-1.1749, 0.2534, 2.3028]], "total_charge": 0, "multiplicity": 1, "e_lumo_ev": 0.128, "orbital_gap_ev": 10.3, "relative_energy_ev": 1.864}

[3]
{"formula": "C6H8", "method": "the ωB97M-V functional and the def2-TZVPD basis", "species": ["C", "C", "C", "C", "C", "C", "H", "H", "H", "H", "H", "H", "H", "H"], "positions_angstrom": [[0.6857, -0.6018, -1.2823], [0.0778, -0.8269, 0.1086], [1.0364, -0.3244, 1.2031], [-1.1695, -0.0701, 0.2385], [-1.8031, 1.0084, 0.1263], [-2.7130, 1.9783, 0.0998], [0.8705, 0.4666, -1.4325], [0.0169, -0.9471, -2.0757], [1.6345, -1.1403, -1.3731], [-0.0953, -1.8991, 0.2629], [1.3345, 0.7059, 0.9873], [1.9324, -0.9529, 1.2233], [0.5750, -0.3482, 2.1938], [-2.3827, 2.9515, -0.2801]], "total_charge": 0, "multiplicity": 1, "e_lumo_ev": [-0.970, -0.972], "orbital_gap_ev": [7.1, 7.1], "relative_energy_ev": 4.148}

[4]
{"formula": "C27H47NOPRe", "method": "the ωB97M-V functional and the def2-TZVPD basis", "species": ["Re", "C", "C", "C", "H", "C", "C", "H", "H", "H", "H", "C", "C", "C", "H", "C", "C", "H", "H", "H", "H", "O", "C", "C", "C", "C", "C", "H", "H", "H", "H", "H", "H", "H", "H", "H", "H", "C", "C", "C", "C", "P", "N", "C", "C", "C", "C", "C", "C", "C", "C", "H", "H", "H", "H", "H", "H", "H", "H", "H", "H", "H", "H", "H", "H", "H", "H", "H", "H", "H", "H", "H", "H", "H", "H", "H", "H", "H"], "positions_angstrom": [[0.3508, 1.1052, -0.7712], [2.3331, 1.3717, -0.1536], [2.4479, 0.3877, -1.2204], [2.1531, 1.0513, -2.4454], [2.8090, -0.6286, -1.1387], [1.7220, 2.3669, -2.1617], [1.8364, 2.5960, -0.7432], [1.7094, 3.5424, -0.2255], [2.7165, 1.2602, 0.8483], [2.3417, 0.6490, -3.4287], [1.4429, 3.1063, -2.9140], [-2.0215, 1.1310, -0.8130], [-1.2946, 2.3492, -0.4091], [-0.8782, 2.9828, -1.6485], [-1.3083, 2.8188, 0.5687], [-1.4410, 2.2571, -2.7398], [-2.1117, 1.1277, -2.2385], [-2.6934, 0.4109, -2.8157], [-2.5754, 0.4751, -0.1487], [-0.4026, 3.9600, -1.7268], [-1.4124, 2.5811, -3.7768], [-0.0298, -0.1315, -3.7140], [-0.0889, 0.2062, -5.1381], [0.6248, -1.1022, -5.5323], [0.6577, 1.4813, -5.4560], [-1.5312, 0.2755, -5.5967], [0.6065, -1.3934, -4.0361], [1.6221, -0.9526, -5.9472], [0.0059, -1.7726, -6.1292], [-0.0343, -2.2334, -3.7519], [1.5959, -1.4544, -3.5765], [0.4980, 1.7420, -6.5134], [1.7318, 1.3587, -5.2823], [0.2823, 2.3080, -4.8374], [-1.5695, 0.2210, -6.6952], [-1.9796, 1.2274, -5.2806], [-2.1067, -0.5576, -5.1726], [-2.3761, 0.9726, 2.7981], [-0.9356, 0.7085, 3.2694], [-0.1563, 2.0495, 3.1777], [-0.9798, 0.2502, 4.7340], [-0.1156, -0.5981, 2.2103], [0.1320, 0.1804, 0.7416], [1.5868, -1.0408, 2.8709], [1.5899, -2.0050, 4.0785], [2.3680, -1.7092, 1.7222], [2.3306, 0.2285, 3.3148], [-1.1055, -2.1960, 1.8905], [-0.4911, -2.9036, 0.6659], [-1.0807, -3.1422, 3.1121], [-2.5832, -1.9059, 1.5806], [-2.7434, 1.8747, 3.3130], [-3.0591, 0.1614, 3.0769], [-2.4270, 1.1653, 1.7169], [-0.8553, 2.8754, 3.3838], [0.6338, 2.1067, 3.9347], [0.2667, 2.2333, 2.1827], [-1.5762, -0.6615, 4.8759], [0.0160, 0.1040, 5.1704], [-1.4705, 1.0475, 5.3134], [1.4614, -3.0555, 3.7906], [2.5786, -1.9383, 4.5597], [0.8517, -1.7424, 4.8446], [2.3174, -1.1274, 0.7934], [3.4273, -1.7801, 2.0214], [2.0300, -2.7332, 1.5265], [2.2409, 1.0460, 2.5919], [2.0010, 0.5689, 4.3056], [3.4006, -0.0161, 3.4053], [0.4642, -3.3893, 0.8910], [-1.1796, -3.7016, 0.3482], [-0.3603, -2.2162, -0.1816], [-1.2509, -2.6185, 4.0625], [-1.9032, -3.8682, 3.0090], [-0.1597, -3.7332, 3.1798], [-3.1677, -1.7221, 2.4953], [-2.7164, -1.0837, 0.8673], [-3.0124, -2.8094, 1.1171]], "s_squared": 3.768, "total_charge": -1, "multiplicity": 4, "e_lumo_ev": [2.407, 2.342], "orbital_gap_ev": [1.6, 6.2], "relative_energy_ev": 0.000}

[5]
{"formula": "C17H24N3O2P2STc", "method": "the ωB97M-V functional and the def2-TZVPD basis", "species": ["Tc", "C", "P", "C", "C", "C", "C", "C", "C", "C", "P", "C", "C", "H", "H", "H", "H", "H", "H", "H", "H", "H", "H", "H", "H", "H", "H", "H", "H", "O", "N", "C", "C", "N", "C", "N", "O", "S", "C", "C", "C", "C", "H", "H", "H", "H", "H", "H", "H", "H"], "positions_angstrom": [[-0.2965, 0.6766, -0.2178], [2.4857, -0.8720, -1.6871], [2.0284, 0.4290, -0.5178], [2.8894, 1.9278, -1.0366], [2.7655, -0.0463, 1.1022], [4.2094, -0.0514, 1.2976], [4.7773, -0.3802, 2.5132], [3.9461, -0.7077, 3.5607], [2.5168, -0.7145, 3.3762], [1.9329, -0.3849, 2.1419], [0.1177, -0.4181, 1.8604], [-0.6535, 0.4551, 3.2366], [-0.4029, -2.1460, 1.9499], [3.5709, -0.9929, -1.7156], [2.1469, -0.5702, -2.6799], [2.0280, -1.8227, -1.4162], [3.9466, 1.7230, -1.2165], [2.7944, 2.7086, -0.2813], [2.4436, 2.2681, -1.9730], [4.8554, 0.2153, 0.4689], [5.8519, -0.3724, 2.6351], [4.3464, -0.9644, 4.5341], [1.8982, -0.9762, 4.2274], [-0.4517, -0.0448, 4.1863], [-1.7337, 0.4609, 3.0810], [-0.2952, 1.4840, 3.2828], [-0.1411, -2.5796, 2.9174], [0.0678, -2.7289, 1.1591], [-1.4863, -2.1851, 1.8333], [0.0407, 2.4430, 0.5411], [-0.3835, 2.7547, -0.7087], [-0.5183, 3.9804, -1.0539], [-0.1811, 5.0533, -0.1692], [0.0709, 5.8979, 0.5645], [-1.0332, 4.2355, -2.3673], [-1.4569, 4.4359, -3.4135], [-1.6129, -0.5805, -0.9960], [-2.3953, -0.6606, -2.3913], [-4.1051, -0.2360, -1.9495], [-4.9520, -1.4464, -2.3463], [-4.1212, -2.6776, -1.9978], [-2.7439, -2.4221, -2.6026], [-4.3668, 0.6963, -2.4460], [-4.0811, -0.0886, -0.8678], [-5.1751, -1.4201, -3.4138], [-5.9025, -1.4178, -1.8154], [-4.5469, -3.5894, -2.4138], [-4.0493, -2.8069, -0.9166], [-2.7350, -2.5659, -3.6861], [-1.9100, -2.9756, -2.1725]], "s_squared": 3.785, "total_charge": 3, "multiplicity": 4, "e_lumo_ev": [-10.320, -14.051], "orbital_gap_ev": [8.1, 4.5], "relative_energy_ev": 0.000}

[6]
{"formula": "C19H43N4O8P", "method": "the ωB97M-V functional and the def2-TZVPD basis", "species": ["C", "C", "O", "P", "O", "C", "C", "C", "C", "C", "N", "O", "C", "O", "O", "C", "C", "H", "H", "H", "H", "H", "H", "H", "H", "H", "H", "H", "H", "H", "H", "H", "H", "H", "H", "H", "H", "H", "H", "C", "N", "C", "C", "O", "H", "H", "H", "H", "H", "H", "H", "C", "N", "C", "C", "O", "H", "H", "H", "H", "H", "H", "H", "C", "N", "C", "C", "O", "H", "H", "H", "H", "H", "H", "H"], "positions_angstrom": [[4.1858, -0.9624, 2.0221], [3.7639, -0.2096, 0.6384], [4.9940, -0.0699, -0.1230], [4.7887, 0.8234, -1.5613], [5.9839, 1.8114, -1.6294], [3.2316, 1.8818, -1.6204], [1.8989, 1.1218, -2.0896], [0.5674, 2.0134, -2.0177], [-0.6886, 1.0339, -2.3311], [-1.0114, 0.2436, -0.9623], [-2.3753, 0.5426, -0.4437], [0.5225, 3.0968, -2.9986], [-0.2689, 4.1749, -2.4673], [-1.5209, 4.1032, -2.3392], [4.9767, -0.2464, -2.8714], [4.0248, -1.3449, -2.8434], [4.6790, -2.8019, -2.9533], [3.5633, -0.6280, 2.9154], [5.2893, -0.6988, 2.2499], [4.1854, -2.1061, 1.8680], [2.9946, -0.9211, 0.1468], [3.2990, 0.7871, 0.9622], [3.4251, 2.7117, -2.4021], [3.0874, 2.4510, -0.6228], [1.6974, 0.1553, -1.5078], [2.0092, 0.8093, -3.1988], [0.4284, 2.4799, -0.9716], [-0.3226, 0.2695, -3.1090], [-1.5784, 1.5722, -2.7936], [-0.8724, -0.8826, -1.2008], [-0.1894, 0.4949, -0.1914], [-2.4367, 0.4477, 0.5754], [-3.0037, -0.1045, -0.9332], [0.1977, 5.1788, -2.1395], [3.3539, -1.2158, -3.7789], [3.3067, -1.3337, -1.9509], [3.8428, -3.5518, -2.6684], [4.9297, -3.0443, -4.0505], [5.5370, -3.0016, -2.2313], [3.5206, 7.4692, 0.8507], [3.6221, 6.0389, 0.6449], [3.2037, 5.4799, -0.6241], [4.0993, 5.1990, 1.6076], [4.2072, 3.9918, 1.4958], [2.4761, 7.7722, 0.7399], [4.1309, 7.9813, 0.1023], [3.8693, 7.7466, 1.8467], [2.4045, 4.7548, -0.4468], [4.0508, 4.9636, -1.0831], [2.8462, 6.2653, -1.2913], [4.3899, 5.7219, 2.5329], [-4.5834, -2.5731, 4.5165], [-4.3875, -1.6140, 3.4487], [-4.6082, -0.2068, 3.7193], [-4.0027, -1.9932, 2.1988], [-3.8207, -1.2389, 1.2572], [-5.6171, -2.5112, 4.8656], [-3.9045, -2.3334, 5.3396], [-4.3835, -3.5882, 4.1716], [-5.3885, 0.1682, 3.0525], [-3.6853, 0.3449, 3.5234], [-4.9103, -0.0595, 4.7568], [-3.8633, -3.0809, 2.1014], [-5.7642, -7.1096, -0.3104], [-5.8556, -5.8184, 0.3400], [-5.8542, -4.6187, -0.4764], [-5.9429, -5.6950, 1.6939], [-6.0221, -4.6417, 2.3001], [-4.8326, -7.1564, -0.8802], [-6.6134, -7.2280, -0.9884], [-5.7762, -7.9183, 0.4220], [-5.0068, -3.9910, -0.1901], [-6.7776, -4.0627, -0.2974], [-5.7797, -4.8754, -1.5337], [-5.9358, -6.6644, 2.2181]], "total_charge": 0, "multiplicity": 1, "e_lumo_ev": 0.511, "orbital_gap_ev": 9.1}